(1)
{
  "formula": "C32H48N6O8",
  "method": "wB97M-V/def2-TZVPD",
  "homo_lumo_gap_ha": 0.321,
  "lumo_ev": 0.3,
  "elements": ["C", "H", "H", "H", "C", "C", "H", "H", "H", "C", "H", "H", "H", "O", "C", "O", "N", "H", "C", "C", "H", "H", "C", "H", "C", "C", "N", "C", "O", "C", "C", "N", "C", "N", "H", "H", "C", "O", "N", "C", "C", "C", "C", "C", "C", "H", "H", "C", "N", "C", "O", "O", "C", "C", "H", "H", "H", "C", "H", "H", "H", "C", "H", "H", "H", "H", "H", "H", "H", "H", "H", "H", "H", "C", "O", "O", "C", "C", "H", "H", "H", "C", "H", "H", "H", "C", "H", "H", "H", "H", "H", "H", "H", "H"],
  "coordinates": [[-2.17905, -0.68646, 1.93978], [-1.21218, -1.17455, 2.04535], [-2.83221, -1.01739, 2.74227], [-2.61343, -0.97885, 0.98875], [-2.01032, 0.83057, 2.00592], [-1.38562, 1.23960, 3.34193], [-2.02920, 0.93614, 4.16218], [-0.41384, 0.76714, 3.45740], [-1.25039, 2.31741, 3.37547], [-3.34558, 1.54378, 1.80303], [-3.80134, 1.24916, 0.86190], [-3.19225, 2.62149, 1.79967], [-4.01964, 1.28593, 2.61567], [-1.04822, 1.27988, 1.02446], [-1.22504, 1.05535, -0.28939], [-2.15101, 0.47104, -0.80865], [-0.19858, 1.60528, -0.96985], [0.52052, 2.06560, -0.43652], [0.00227, 1.41595, -2.38922], [1.46903, 1.59237, -2.77302], [1.76626, 2.63035, -2.60426], [1.56091, 1.39069, -3.84214], [2.39386, 0.65433, -1.99610], [2.46842, 0.97638, -0.95714], [3.79828, 0.61276, -2.60479], [4.84803, -0.00376, -1.66998], [4.40910, -1.28266, -1.16378], [5.01011, -1.84114, -0.10681], [6.07313, -1.46594, 0.37191], [4.29153, -2.98283, 0.50223], [3.01479, -3.52424, 0.42597], [2.87314, -4.48506, 1.38814], [4.01141, -4.53805, 2.02110], [4.89556, -3.64828, 1.52885], [5.83322, -3.43250, 1.83533], [4.22420, -5.20476, 2.83258], [1.88629, -3.18412, -0.45217], [2.01501, -2.50684, -1.46913], [0.71579, -3.68027, -0.00154], [-0.57565, -3.40415, -0.45752], [-0.82017, -2.67174, -1.61588], [-2.11671, -2.36502, -1.97407], [-3.19274, -2.78080, -1.20129], [-2.94555, -3.53953, -0.06447], [-1.65191, -3.85350, 0.30470], [-1.46757, -4.43454, 1.19723], [-3.77252, -3.87551, 0.54326], [-4.57979, -2.33984, -1.56998], [-4.80229, -0.98329, -1.10904], [-5.97151, -0.61346, -0.55173], [-6.91143, -1.35859, -0.38613], [-5.93113, 0.69695, -0.22490], [-7.10313, 1.34397, 0.31761], [-8.26781, 1.25471, -0.66985], [-9.11729, 1.81391, -0.28740], [-7.97303, 1.67056, -1.63105], [-8.55950, 0.21781, -0.81002], [-7.48063, 0.72264, 1.66271], [-7.77348, -0.31399, 1.52272], [-8.30965, 1.27103, 2.10149], [-6.63124, 0.76032, 2.34132], [-6.68025, 2.80265, 0.50215], [-7.51892, 3.38729, 0.86889], [-6.34748, 3.21349, -0.44722], [-5.86126, 2.86868, 1.21227], [-4.03114, -0.32968, -1.15829], [-5.34437, -2.96638, -1.10330], [-4.70881, -2.38268, -2.65998], [-2.29799, -1.78182, -2.86392], [0.00351, -2.33867, -2.22286], [0.79723, -4.25330, 0.83217], [3.50371, -1.65423, -1.46250], [5.80176, -0.11611, -2.20261], [5.10583, 0.92934, -0.47523], [4.32776, 1.05984, 0.43557], [6.24716, 1.56639, -0.63992], [6.77152, 2.45486, 0.38394], [8.13959, 2.87071, -0.15554], [8.02922, 3.34817, -1.12575], [8.77164, 1.99466, -0.27101], [8.61534, 3.56566, 0.53004], [5.85683, 3.66903, 0.53796], [6.28431, 4.35782, 1.26123], [4.87550, 3.35840, 0.88613], [5.74804, 4.18150, -0.41586], [6.91986, 1.69477, 1.70015], [5.94584, 1.50191, 2.14072], [7.40528, 0.73910, 1.51565], [7.51773, 2.27605, 2.39669], [3.77775, 0.03704, -3.53231], [4.12626, 1.62672, -2.84738], [1.95842, -0.34390, -2.00423], [-0.61419, 2.13246, -2.94812], [-0.34396, 0.40891, -2.64068]],
  "lowdin_charge": [-0.011, 0.092, 0.095, 0.060, -0.563, -0.022, 0.088, 0.087, 0.086, -0.019, 0.063, 0.095, 0.089, 0.040, -0.540, 0.077, 0.096, 0.148, -0.181, -0.180, 0.117, 0.117, -0.193, 0.104, -0.115, -0.194, 0.148, -0.412, 0.078, -0.067, -0.132, 0.110, -0.155, 0.139, 0.166, 0.123, -0.365, 0.028, 0.152, -0.211, -0.001, -0.035, -0.222, -0.036, -0.024, 0.114, 0.120, -0.123, 0.115, -0.559, 0.075, 0.018, -0.575, -0.021, 0.087, 0.091, 0.078, -0.016, 0.079, 0.088, 0.080, -0.019, 0.088, 0.089, 0.069, 0.111, 0.123, 0.128, 0.120, 0.097, 0.131, 0.092, 0.160, -0.471, 0.114, 0.045, -0.560, -0.021, 0.086, 0.089, 0.088, -0.017, 0.090, 0.079, 0.089, -0.017, 0.082, 0.089, 0.089, 0.126, 0.127, 0.094, 0.123, 0.116]
}

***

(2)
{
  "formula": "C13H23CoI2OP2",
  "method": "wB97M-V/def2-TZVPD",
  "s_squared": 6.127,
  "homo_lumo_gap_ha": [0.255, 0.173],
  "total_charge": 2,
  "multiplicity": 5,
  "lumo_ev": [-8.7, -10.9],
  "elements": ["I", "I", "Co", "P", "C", "C", "H", "H", "H", "H", "H", "H", "C", "H", "H", "H", "P", "C", "C", "H", "H", "H", "C", "H", "H", "H", "H", "H", "H", "C", "O", "C", "C", "C", "C", "C", "C", "H", "H", "H", "H", "H"],
  "coordinates": [[0.19752, 2.20504, -3.17651], [3.64291, -0.37813, -0.58213], [1.15979, -0.09899, -0.11008], [0.98328, 1.97527, 0.70195], [1.92165, 1.89397, 2.26789], [1.79924, 3.34542, -0.17520], [1.48994, 4.30432, 0.26624], [-0.38208, 3.70615, 1.78718], [1.46619, 3.31568, -1.23343], [-1.20577, 2.93247, 0.42000], [2.93873, 1.54704, 2.04777], [2.89129, 3.26057, -0.15485], [-0.57165, 2.74071, 1.29173], [1.95161, 2.87890, 2.75006], [-1.09815, 2.04862, 1.96497], [1.40884, 1.18902, 2.93241], [0.46571, -1.53066, -1.66965], [1.15924, -3.12715, -1.12347], [-1.27421, -1.99054, -1.96213], [0.92618, -0.33450, -3.67834], [0.62373, -2.03610, -4.07294], [2.20719, -1.55851, -3.34497], [1.12740, -1.36661, -3.35891], [-1.80218, -1.12525, -2.37349], [-1.35050, -2.80924, -2.69362], [0.90887, -3.89450, -1.86562], [0.69724, -3.38703, -0.16547], [-1.74869, -2.26275, -1.00964], [2.24647, -3.05406, -0.99562], [1.64185, -1.05283, 1.28947], [1.80939, -1.74534, 2.21317], [-3.50929, -0.60133, 1.63279], [-3.19118, 0.13879, 0.49913], [-1.86236, 0.24153, 0.06286], [-0.80572, -0.37919, 0.72939], [-1.15941, -1.10888, 1.85590], [-2.47306, -1.22163, 2.30056], [-4.53161, -0.69072, 1.98426], [-3.95803, 0.64954, -0.06737], [-1.65190, 0.82660, -0.82828], [-0.43359, -1.63441, 2.45541], [-2.65491, -1.81130, 3.18857]],
  "lowdin_charge": [0.489, 0.940, -0.154, 0.768, -0.229, -0.251, 0.078, 0.081, -0.090, 0.056, 0.041, 0.063, -0.206, 0.078, 0.064, 0.060, 0.754, -0.236, -0.209, -0.083, 0.080, 0.048, -0.258, 0.057, 0.080, 0.078, 0.061, 0.063, 0.021, -0.374, 0.185, -0.030, -0.036, -0.187, -0.211, -0.088, -0.039, 0.129, 0.125, 0.059, 0.093, 0.127]
}

***

Which formula does entry 2 have?
C13H23CoI2OP2

***

Which formula does entry 2 have?
C13H23CoI2OP2